1.
4 unconnected molecules or ions with the total composition C30H51BrCl6FN6O4P2 at a distorted geometry. Source: the Open Molecules 2025 dataset; level of theory: the ωB97M-V functional and the def2-TZVPD basis.

The geometry in XYZ format:
```
101
Properties=species:S:1:pos:R:3:forces:R:3
C -0.758 0.735 -5.871 -2.56 -0.24 2.27
C -2.005 0.846 -5.013 3.46 -0.08 -1.90
C -2.460 -0.294 -3.927 0.23 -0.90 -2.12
C -2.741 0.291 -2.402 -0.41 0.79 -0.66
C -3.843 1.504 -2.578 -0.31 0.25 -0.18
C -5.150 1.128 -3.489 -2.45 3.64 -0.10
N -6.041 2.160 -3.768 4.26 -4.07 1.49
C -3.246 -0.979 -1.503 -0.02 -0.73 -1.43
Br -4.927 -0.663 -0.446 1.09 -0.12 -0.59
N -2.237 -1.547 -0.539 2.98 2.42 0.22
C -1.281 -2.529 -1.163 0.56 -2.79 -0.13
C -1.836 -4.047 -0.729 -6.01 -2.08 4.43
O -2.883 -4.183 0.088 7.63 0.72 -6.06
F -1.232 -5.316 -1.268 -1.32 4.25 1.34
C -1.567 -0.508 0.324 0.19 -0.15 0.05
N -1.138 -0.825 1.619 -0.68 -0.12 -1.96
C -0.431 0.199 2.531 0.55 0.00 2.31
C 1.211 0.183 2.360 -0.79 -0.44 -1.31
P 2.185 0.316 3.996 -0.30 0.23 4.61
O 1.299 0.407 5.302 2.67 -0.32 -5.08
O 3.260 1.711 3.834 -2.90 -2.34 -0.58
C 2.501 2.926 3.499 -0.05 2.38 -0.48
C 3.048 3.607 2.073 0.63 -0.69 0.42
O 3.204 -1.107 4.127 -0.57 3.99 -1.51
C 4.512 -0.902 3.487 2.31 -1.06 -1.01
C 4.467 -0.661 1.866 -0.17 0.33 -0.31
C -1.339 -2.201 2.219 -1.48 -5.81 2.45
C -2.757 -2.711 2.948 3.95 -1.62 -0.81
C -2.738 -4.234 3.524 1.15 1.19 -0.82
N -1.661 -5.264 3.559 1.05 5.15 -2.61
C -0.368 -4.877 2.926 -3.33 3.54 -0.23
C -0.198 -3.407 2.251 -1.52 0.36 0.44
N -1.379 0.899 -0.196 -0.32 -4.36 -0.42
N -2.361 1.726 0.324 -1.79 1.49 2.20
C -1.417 0.987 -1.704 -0.06 1.23 -0.35
P 0.262 0.399 -2.386 0.97 -0.61 -1.53
C 1.042 1.956 -3.261 0.66 0.94 1.53
C 1.522 -0.032 -1.017 1.29 0.67 0.44
H -0.425 -0.272 -6.376 -0.36 1.76 1.91
H -0.024 1.666 -6.010 -2.47 -2.92 -0.74
H -2.640 1.819 -5.164 1.66 -1.72 1.07
H -1.608 -1.130 -3.952 -1.78 1.99 0.28
H -3.412 -0.845 -4.393 1.69 1.24 1.50
H -4.213 1.962 -1.540 0.83 -1.38 -2.21
H -3.314 2.424 -3.127 -1.02 -2.38 1.18
H -5.396 0.028 -3.876 0.57 2.65 0.88
H -5.646 3.029 -3.307 -0.48 -1.08 -0.56
H -3.511 -1.859 -2.266 0.54 1.90 1.94
H -0.178 -2.481 -0.774 -2.23 0.15 -0.65
H -1.250 -2.538 -2.331 -0.14 0.39 2.23
H -0.636 -0.181 3.645 0.28 0.76 -2.49
H -0.899 1.269 2.471 0.94 -2.17 -0.30
H 1.508 1.070 1.646 -0.32 -2.04 1.37
H 1.472 -0.888 1.902 -0.28 2.56 0.95
H 2.696 3.703 4.380 -0.50 -1.82 -1.96
H 1.343 2.773 3.400 2.10 -0.02 0.41
H 4.205 3.378 1.984 -2.35 0.60 0.26
H 2.548 3.113 1.122 0.81 1.08 1.94
H 2.911 4.780 2.084 0.13 -2.54 -0.03
H 5.170 -0.063 3.998 -1.73 -1.55 -0.98
H 5.122 -1.915 3.653 -1.57 2.16 -0.24
H 3.856 -1.500 1.276 1.29 1.74 1.48
H 4.014 0.405 1.582 0.93 -2.29 0.69
H 5.563 -0.675 1.452 -2.08 -0.01 0.89
H -3.698 -1.985 3.023 2.24 -1.95 -0.15
H -3.776 -4.584 4.004 2.71 0.77 -1.16
H 0.545 -5.624 2.901 -2.26 1.67 0.14
H 0.846 -3.174 1.729 -2.39 -0.54 1.27
H -2.766 1.278 1.175 0.26 1.07 -0.89
H -2.027 2.699 0.498 0.01 -1.28 0.15
H -1.494 2.151 -1.962 0.11 -2.49 0.78
H 1.396 1.731 -4.354 -0.93 0.42 2.31
H 0.274 2.850 -3.176 1.66 -1.96 -0.51
H 1.986 2.291 -2.613 -1.87 -0.73 -1.45
H 1.161 -0.842 -0.254 0.60 1.73 -1.41
H 2.475 -0.491 -1.566 -2.20 0.98 0.98
H 1.899 0.958 -0.498 -0.70 -2.13 -0.61
Cl -3.771 -9.385 1.285 0.05 -0.01 0.00
C -2.303 -8.376 1.325 0.20 0.20 -0.01
C -1.427 -8.588 0.100 -0.13 0.25 0.02
Cl -0.678 -10.204 0.080 -0.02 0.00 -0.01
H -1.762 -8.600 2.250 -0.11 -0.05 -0.24
H -2.635 -7.335 1.369 0.07 -0.13 -0.10
H -0.610 -7.860 0.098 -0.14 -0.09 0.08
H -1.994 -8.464 -0.827 0.07 -0.10 0.25
Cl -3.405 4.379 -4.385 -0.04 0.24 -0.20
C -1.937 5.387 -4.344 0.35 0.26 -0.04
C -1.061 5.176 -5.569 -0.03 0.53 -0.04
Cl -0.312 3.560 -5.590 -0.48 1.65 -0.07
H -1.397 5.163 -3.419 -0.09 -0.02 -0.22
H -2.270 6.429 -4.300 0.05 -0.19 -0.09
H -0.244 5.903 -5.571 -0.17 -0.07 0.09
H -1.629 5.299 -6.497 0.08 -0.12 0.25
Cl 6.809 4.754 1.902 -0.04 0.02 -0.03
C 7.252 4.862 3.625 0.10 0.01 0.35
C 6.121 4.418 4.538 0.32 -0.22 0.03
Cl 4.749 5.553 4.512 0.00 0.08 -0.01
H 7.557 5.893 3.832 -0.17 -0.21 -0.08
H 8.123 4.215 3.768 -0.21 0.05 0.01
H 6.475 4.373 5.572 -0.01 0.07 -0.19
H 5.747 3.426 4.263 0.04 0.23 -0.03
```
Forces are in eV/Å.

Output
multiplicity: 1
total charge: +1
HOMO level: -10.82 eV

2.
3 unconnected molecules or ions with the total composition C30H51BrF6NO8 at a distorted geometry. Source: the Open Molecules 2025 dataset; level of theory: the ωB97M-V functional and the def2-TZVPD basis.

The geometry in XYZ format:
```
97
Properties=species:S:1:pos:R:3:forces:R:3
C 0.926 3.773 3.134 0.09 -0.59 0.34
C 0.698 2.252 2.913 0.30 0.48 -0.60
C -0.596 1.922 2.150 0.10 0.42 0.21
C -1.762 1.543 3.058 0.21 -0.08 0.24
C -1.579 0.240 3.866 0.35 0.69 -0.43
C -0.993 -0.940 3.104 -0.43 -1.00 0.32
C -2.011 -1.759 2.316 -0.33 0.44 -0.40
C -2.596 -0.982 1.124 -0.62 -0.37 0.77
C -3.284 -1.867 0.094 0.14 0.66 -0.88
C -2.384 -2.402 -1.056 0.03 -0.39 0.93
C -0.877 -2.173 -0.910 -0.03 -0.68 -1.50
C -0.203 -2.583 -2.253 -0.53 0.80 0.81
C 1.139 -1.900 -2.563 0.58 -0.42 -1.04
C 0.946 -0.648 -3.419 -0.49 0.19 0.64
C 0.302 0.531 -2.695 0.57 0.62 -1.14
O -1.064 0.727 -3.163 -0.40 -0.36 1.03
C -1.703 1.733 -2.553 0.12 1.68 0.24
O -1.164 2.757 -2.154 -0.16 -1.19 -0.29
C -3.187 1.524 -2.342 0.15 -0.96 0.14
C -3.562 1.734 -0.863 0.04 0.34 -0.24
N 1.894 -1.508 -1.369 -0.33 -0.18 0.53
C 2.352 -2.607 -0.547 0.45 -0.36 0.77
C 2.833 -2.142 0.862 0.15 0.97 -0.92
C 2.407 -0.718 1.203 -0.45 -0.61 -0.07
Br 2.278 -3.374 2.267 0.04 -0.06 -0.04
C 1.981 -2.907 -3.434 0.66 -0.63 -1.05
O 2.620 -2.443 -4.426 -0.60 0.03 0.96
O 1.975 -4.112 -3.070 -0.05 0.57 0.17
H 0.088 4.377 2.810 -0.15 0.03 -0.03
H 1.112 3.977 4.187 0.01 0.21 0.05
H 1.798 4.092 2.571 0.09 0.16 -0.01
H 1.539 1.932 2.303 0.06 -0.32 -0.01
H 0.781 1.702 3.846 -0.14 -0.05 0.12
H -0.878 2.834 1.623 -0.09 0.00 -0.24
H -0.387 1.188 1.376 -0.15 -0.21 0.02
H -1.856 2.347 3.786 -0.13 0.13 0.12
H -2.695 1.555 2.500 -0.08 -0.18 -0.17
H -2.537 0.004 4.330 -0.07 -0.28 0.02
H -0.897 0.473 4.685 0.03 0.00 0.13
H -0.544 -1.618 3.832 0.16 0.00 0.08
H -0.191 -0.656 2.429 0.12 0.22 0.05
H -2.872 -1.994 2.946 0.06 -0.15 0.26
H -1.615 -2.722 1.998 0.35 0.02 -0.10
H -1.874 -0.298 0.692 0.18 -0.09 -0.23
H -3.373 -0.348 1.556 -0.02 0.25 -0.06
H -3.830 -2.675 0.576 0.10 -0.15 0.23
H -4.055 -1.253 -0.377 -0.15 -0.04 -0.03
H -2.518 -3.484 -1.082 -0.03 -0.13 -0.26
H -2.730 -2.038 -2.021 -0.01 0.23 -0.05
H -0.501 -2.858 -0.154 0.15 0.45 0.51
H -0.603 -1.140 -0.736 -0.08 0.09 0.49
H -0.132 -3.663 -2.314 0.26 -0.10 -0.03
H -0.896 -2.253 -3.026 0.03 -0.14 -0.27
H 0.358 -0.950 -4.279 -0.16 0.19 -0.17
H 1.888 -0.305 -3.827 0.31 -0.25 0.06
H 0.345 0.469 -1.611 -0.29 -0.20 0.08
H 0.842 1.434 -2.968 0.04 0.17 0.08
H -3.780 2.160 -2.992 0.09 0.15 -0.15
H -3.400 0.485 -2.590 -0.09 0.01 -0.25
H -4.011 2.708 -0.695 -0.03 0.12 0.00
H -2.681 1.687 -0.232 0.04 -0.13 0.13
H -4.271 0.971 -0.559 -0.07 -0.03 0.15
H 2.690 -0.939 -1.625 0.01 -0.04 -0.35
H 1.582 -3.355 -0.406 -0.34 0.07 -0.26
H 3.182 -3.155 -0.996 0.02 -0.12 -0.14
H 3.917 -2.147 0.832 0.17 -0.36 0.47
H 2.929 -0.032 0.544 0.19 0.20 0.07
H 2.592 -0.498 2.250 0.12 0.17 0.05
H 1.351 -0.606 0.970 -0.13 0.10 0.16
C 4.987 -4.253 -4.521 0.59 -0.14 -0.38
C 6.233 -4.700 -3.794 -0.62 0.14 0.33
O 7.206 -5.296 -4.697 0.20 -0.16 0.03
C 8.008 -4.470 -5.331 -0.43 0.07 0.39
O 8.039 -3.277 -5.243 0.26 0.09 -0.17
C 8.985 -5.275 -6.204 0.17 -0.14 -0.33
F 8.373 -6.266 -6.860 -0.06 -0.02 0.01
F 9.948 -5.826 -5.447 0.00 0.02 0.12
F 9.579 -4.499 -7.109 -0.01 0.12 0.03
H 4.554 -5.082 -5.080 -0.09 -0.04 0.12
H 4.244 -3.887 -3.824 -0.15 -0.01 0.02
H 5.211 -3.459 -5.233 -0.03 0.09 0.11
H 5.988 -5.481 -3.076 0.17 -0.16 -0.13
H 6.694 -3.881 -3.242 0.18 0.02 -0.19
C -6.743 6.844 4.732 0.09 0.01 -0.28
C -5.568 6.261 5.487 -0.43 0.17 0.33
O -4.689 5.549 4.600 0.14 -0.15 0.00
C -3.795 6.284 3.952 -0.29 0.06 0.31
O -3.657 7.467 4.037 0.16 0.11 -0.14
C -2.909 5.375 3.088 0.27 -0.33 -0.47
F -3.630 4.452 2.446 -0.13 -0.01 0.07
F -2.013 4.739 3.855 -0.16 0.17 0.21
F -2.245 6.075 2.176 -0.01 0.20 0.08
H -7.266 6.063 4.179 -0.04 -0.04 0.09
H -7.442 7.315 5.423 0.01 -0.01 0.03
H -6.413 7.591 4.011 0.02 0.06 0.07
H -5.911 5.529 6.215 0.11 -0.16 -0.11
H -5.018 7.030 6.028 0.13 0.02 -0.16
```
Forces are in eV/Å.

Output
multiplicity: 1
total charge: -1
HOMO level: -4.81 eV

3.
2 unconnected molecules or ions with the total composition C30H51OSi4 at a distorted geometry. Source: the Open Molecules 2025 dataset; level of theory: the ωB97M-V functional and the def2-TZVPD basis.

The geometry in XYZ format:
```
86
Properties=species:S:1:pos:R:3:forces:R:3
C 4.355 2.164 2.514 0.12 0.24 0.00
Si 3.065 2.142 3.892 -0.48 -0.43 0.15
C 3.889 2.102 5.586 0.07 0.30 0.04
C 1.893 3.611 3.793 0.23 0.42 0.09
Si 1.723 0.230 3.647 -0.52 -0.15 0.56
Si 0.787 0.171 1.501 0.17 0.17 0.80
C 2.164 0.173 0.216 -0.21 -0.06 -0.34
C -0.265 -1.385 1.398 -0.26 -0.19 -0.38
C -0.316 1.678 1.278 -0.37 0.15 -0.37
Si 3.098 -1.660 3.940 -0.48 0.46 0.12
C 4.383 -1.734 2.560 0.15 -0.26 0.01
C 3.922 -1.559 5.631 0.08 -0.28 0.05
C 1.944 -3.148 3.910 0.21 -0.40 0.09
O 0.434 0.145 4.859 0.35 0.06 -0.78
C -0.926 0.209 4.641 0.69 1.36 -0.43
C -1.541 1.380 4.311 1.40 -1.17 0.76
C -3.008 1.529 4.255 -1.26 0.35 0.03
C -3.742 0.244 4.674 0.22 0.03 0.17
C -2.998 -1.014 4.209 -0.47 -0.03 -0.16
C -1.641 -1.091 4.884 -0.02 0.17 0.07
H 4.988 3.053 2.661 -0.07 -0.20 -0.10
H 5.012 1.283 2.528 -0.22 0.27 0.04
H 3.907 2.240 1.513 0.11 0.02 0.32
H 4.380 3.069 5.773 -0.05 -0.23 0.03
H 3.140 1.952 6.377 0.17 0.01 -0.20
H 4.645 1.311 5.678 -0.19 0.24 -0.07
H 2.475 4.537 3.922 -0.25 -0.09 -0.05
H 1.360 3.673 2.835 0.17 -0.04 0.23
H 1.148 3.572 4.602 0.22 -0.03 -0.20
H 1.682 0.149 -0.774 0.22 0.00 0.10
H 2.785 1.077 0.262 -0.23 -0.26 0.00
H 2.824 -0.701 0.288 -0.22 0.25 -0.01
H -0.901 -1.316 0.501 0.08 -0.16 0.15
H 0.354 -2.290 1.307 -0.19 0.27 0.00
H -0.931 -1.513 2.267 0.31 0.12 -0.26
H -0.851 1.601 0.317 0.15 0.16 0.08
H -1.076 1.748 2.069 0.33 -0.13 -0.30
H 0.255 2.618 1.289 -0.12 -0.27 -0.11
H 5.020 -2.614 2.741 -0.07 0.21 -0.11
H 3.932 -1.853 1.565 0.11 0.00 0.32
H 5.037 -0.851 2.536 -0.22 -0.27 0.05
H 4.415 -2.519 5.851 -0.05 0.24 0.02
H 4.677 -0.765 5.696 -0.19 -0.25 -0.06
H 3.172 -1.384 6.417 0.17 -0.01 -0.21
H 2.536 -4.057 4.099 -0.24 0.10 -0.06
H 1.187 -3.076 4.706 0.22 0.05 -0.21
H 1.426 -3.273 2.950 0.16 0.05 0.24
H -0.949 2.303 4.248 -0.06 -0.56 -0.07
H -3.287 2.339 4.959 -0.02 -0.30 -0.36
H -3.385 1.880 3.267 0.38 -0.17 0.25
H -3.775 0.244 5.771 -0.16 -0.16 -0.13
H -4.776 0.236 4.308 0.15 0.11 0.15
H -3.601 -1.911 4.403 0.14 0.13 0.00
H -2.843 -0.946 3.121 -0.09 -0.10 0.10
H -1.049 -1.967 4.562 -0.13 0.52 -0.01
H -1.763 -1.177 5.970 -0.02 -0.20 -0.04
C -3.103 1.600 -4.923 -0.10 -0.06 -0.19
C -3.618 1.171 -3.577 0.18 -0.04 0.35
C -3.980 2.146 -2.633 -0.18 -0.26 0.24
C -4.404 1.783 -1.365 0.04 -0.02 0.00
C -4.448 0.419 -0.956 0.61 -0.24 -0.31
C -4.939 0.091 0.345 -1.37 -0.10 -0.43
C -5.653 -1.081 0.729 -0.12 0.00 -0.17
C -6.099 -1.199 2.079 0.06 0.08 -0.02
C -6.622 -2.378 2.563 -0.21 0.24 0.23
C -6.776 -3.501 1.738 0.53 0.03 -0.26
C -7.263 -4.792 2.331 0.05 -0.10 -0.01
C -6.456 -3.373 0.366 -0.06 0.42 0.11
C -6.010 -2.160 -0.151 0.13 -0.32 0.26
C -4.019 -0.561 -1.904 -0.61 0.40 -0.46
C -3.690 -0.186 -3.205 -0.07 0.05 0.30
H -3.030 0.759 -5.618 -0.05 0.13 0.12
H -3.745 2.371 -5.366 0.07 -0.19 0.11
H -2.102 2.048 -4.842 -0.21 -0.15 0.15
H -3.941 3.192 -2.930 -0.08 -0.18 0.18
H -4.794 2.542 -0.692 0.27 -0.05 0.01
H -4.920 0.895 1.097 0.10 -0.34 -0.28
H -6.084 -0.309 2.707 0.36 -0.30 0.01
H -6.936 -2.455 3.606 0.10 0.14 -0.31
H -7.126 -5.633 1.647 -0.02 0.15 0.08
H -6.722 -5.004 3.262 -0.09 0.06 -0.22
H -8.327 -4.742 2.597 0.18 0.12 -0.12
H -6.581 -4.243 -0.279 -0.18 0.38 0.02
H -5.995 -2.011 -1.231 0.30 -0.17 0.34
H -4.021 -1.610 -1.626 0.25 0.21 -0.05
H -3.502 -0.941 -3.969 0.21 0.10 0.34
```
Forces are in eV/Å.

Output
multiplicity: 1
total charge: +1
HOMO level: -9.61 eV
ΔE to the lowest compared entry with this formula, charge and spin: 0.0 kJ/mol

no.,gap between HOMO and LUMO (Eh)
1,0.234
2,0.244
3,0.148